7
Properties=species:S:1:pos:R:3:forces:R:3 method="wB97M-V/def2-TZVPD" multiplicity=3 s_squared=2.02 gap_ev="6.330 / 8.276" e_homo_ev="-5.422 / -9.996" de_lowest_ev=3.545 e_tot_ha=-261.90613
C 1.985 -1.138 -0.528 0.5 0.3 0.3
N -0.975 -0.893 -0.554 -0.7 -2.7 -1.8
H -1.151 2.062 1.092 -1.2 0.8 0.6
H -0.039 -1.249 -0.428 1.2 -0.1 -0.2
N -1.150 0.206 -0.060 -2.9 0.4 1.7
C -1.076 1.345 0.338 3.1 1.5 -0.4
O 2.406 -0.333 0.141 -0.1 -0.3 -0.2

---

68
Properties=species:S:1:pos:R:3:forces:R:3 method="wB97M-V/def2-TZVPD" multiplicity=1 total_charge=+1 gap_ev=8.126 e_homo_ev=-11.992 de_lowest_ev=0.052 e_tot_ha=-2652.46670
H 4.767 3.294 1.976 0.0 0.0 0.0
Au -1.465 -0.052 -1.335 0.0 -0.1 0.1
H -1.884 -1.918 -6.880 0.0 0.0 0.0
H -1.493 -5.724 5.800 0.0 0.0 0.0
N 0.542 -0.474 -1.177 0.1 0.0 0.0
H -0.479 2.622 -1.711 0.0 0.1 0.0
C -2.166 -0.806 3.369 0.0 0.0 0.0
Cl -3.681 0.310 -1.526 0.0 0.1 0.0
C -4.433 -4.449 5.299 0.0 0.0 0.0
O 4.106 -0.329 1.632 0.0 0.0 0.0
H 1.303 3.287 1.239 0.0 0.0 0.0
C 2.656 -0.103 -0.163 0.0 0.0 0.0
C 3.182 -1.154 -0.906 0.0 0.0 -0.1
C -1.531 -0.900 -6.781 0.0 0.0 0.0
H 2.658 4.348 1.650 0.0 0.0 0.0
H -2.168 -2.357 0.363 0.0 0.0 0.0
H 1.817 4.537 0.109 0.0 0.0 0.0
H -1.386 -0.521 -8.886 0.0 0.0 0.0
H 4.214 -1.440 -0.755 0.0 0.0 0.0
C 2.378 -1.827 -1.809 0.0 0.0 0.0
H -1.285 3.412 -0.671 0.0 0.0 0.0
H 2.876 2.798 3.566 0.0 0.0 0.0
C -1.250 -0.111 -7.895 0.0 0.0 0.0
C 4.475 2.268 2.199 0.0 0.0 0.0
H 3.505 1.150 3.766 0.0 0.0 0.0
H -4.956 -2.383 4.986 0.0 0.0 0.0
C 1.322 0.213 -0.328 0.1 0.0 0.0
H 0.852 1.025 0.211 0.0 0.0 0.0
H -0.259 2.786 -6.384 0.0 0.0 0.0
C 2.172 3.809 0.837 0.0 0.0 0.0
C -1.542 -0.882 -4.176 0.1 0.0 0.0
H -5.453 -4.809 5.236 0.0 0.0 0.0
C -1.818 0.463 2.890 0.0 0.0 0.0
C -1.609 0.649 1.548 0.0 0.0 0.0
H 2.655 2.357 -0.683 0.0 0.0 0.0
C -0.798 1.198 -7.757 0.0 0.0 0.0
N 3.627 1.814 1.089 0.0 0.0 0.0
C 1.051 -1.469 -1.917 -0.1 0.0 0.0
H 5.375 1.655 2.207 0.0 0.0 0.0
N -1.223 0.154 -3.288 0.0 -0.1 -0.1
C -2.289 -1.841 2.440 0.0 0.0 0.0
C -1.849 -3.629 5.483 0.0 0.0 0.0
N -1.721 -0.361 0.669 0.0 0.0 0.0
C -2.235 -4.957 5.611 0.0 0.0 0.0
C 3.527 0.483 0.926 0.0 -0.1 0.0
H 2.761 -2.640 -2.409 0.0 0.0 0.0
O -0.432 2.316 -3.423 0.0 0.0 0.0
C -0.610 1.769 -6.500 0.0 0.0 0.0
H -0.591 1.782 -8.643 0.0 0.0 0.0
C -2.838 -2.687 5.242 0.0 0.0 0.0
C 3.132 2.837 0.169 0.0 0.0 0.0
S -2.414 -0.967 5.085 0.0 0.0 0.0
C -0.896 0.981 -5.407 0.0 0.0 0.0
H 0.364 -1.983 -2.577 0.0 0.0 0.0
H 3.995 3.380 -0.224 0.0 0.0 0.0
C -0.808 1.285 -3.950 0.0 0.1 0.0
N -3.496 -5.367 5.517 0.0 0.0 0.0
C -1.348 -0.323 -5.544 0.0 0.0 0.0
H -1.717 1.303 3.564 0.0 0.0 0.0
C -4.160 -3.095 5.156 0.0 0.0 0.0
H -0.811 -3.341 5.573 0.0 0.0 0.0
C -2.066 -1.580 1.110 0.0 0.0 0.0
H -1.344 1.611 1.132 0.0 0.0 0.0
C 3.776 2.182 3.547 0.0 0.0 0.0
O -0.626 2.713 -0.744 0.0 -0.1 0.0
H 4.444 2.531 4.335 0.0 0.0 0.0
H -2.561 -2.842 2.741 0.0 0.0 0.0
O -1.838 -1.996 -3.825 0.0 0.0 0.0

---

9
Properties=species:S:1:pos:R:3:forces:R:3 method="wB97M-V/def2-TZVPD" multiplicity=1 gap_ev=8.996 e_homo_ev=-9.003 de_lowest_ev=2.116 e_tot_ha=-3187.94641
H -0.829 -1.476 0.333 -1.4 -0.7 -0.2
C -0.191 1.099 0.251 1.2 -3.2 -0.2
C 0.038 -1.132 -0.148 1.0 3.7 -1.0
H 1.875 -1.128 0.231 1.2 0.7 -0.4
H -0.555 1.516 -0.706 0.1 -0.2 1.0
O 1.101 -1.603 0.486 -0.9 -0.5 0.1
Cl 1.450 1.651 0.707 -0.9 -0.4 -0.5
H -0.781 1.015 1.182 0.0 0.4 -1.0
Br 0.135 -1.366 -2.272 -0.3 0.2 2.2

---

16
Properties=species:S:1:pos:R:3:forces:R:3 method="wB97M-V/def2-TZVPD" multiplicity=1 gap_ev=8.503 e_homo_ev=-8.768 de_lowest_ev=1.026 e_tot_ha=-1066.89366
C 1.906 -0.652 0.435 -1.1 -1.3 1.1
H -2.016 -0.010 1.267 -1.1 0.4 0.8
C -1.195 0.061 0.610 1.6 0.1 -0.8
H -0.728 -0.930 0.693 0.2 0.3 -0.4
H -2.153 1.402 -0.802 0.6 -0.8 -0.1
S 1.472 1.039 1.023 0.3 -0.3 -0.4
C -1.665 0.391 -0.823 -0.2 0.6 0.1
S -0.890 2.594 1.660 0.7 -0.8 -0.4
H 1.369 -1.441 1.072 0.8 1.1 -0.9
H -0.815 0.375 -1.537 -0.7 0.1 0.4
O 0.827 -1.803 -1.405 1.0 0.6 0.7
H -2.444 -0.308 -1.149 0.4 0.0 0.0
C 1.605 -0.946 -1.030 -1.2 0.1 -0.4
H 2.972 -0.724 0.679 -0.1 0.1 -0.3
C -0.249 1.184 1.084 -1.4 0.0 0.4
H 2.005 -0.232 -1.780 0.3 -0.1 0.3